# 1
Here is C37H28F3N2O6P2S2SeTc as an isolated structure from the Open Molecules 2025 dataset. Energies are from ωB97M-V/def2-TZVPD.

CARTESIAN COORDINATES (ANGSTROEM)
Tc  -0.592  1.058  -0.129
N  0.979  -1.486  -0.882
P  -0.669  -1.101  -1.493
C  -1.193  -2.876  -1.283
C  -0.335  -3.861  -1.773
C  -0.632  -5.208  -1.643
C  -1.793  -5.603  -0.993
C  -2.665  -4.636  -0.517
C  -2.380  -3.286  -0.682
C  -0.174  -0.907  -3.232
C  0.919  -0.104  -3.543
C  1.307  0.056  -4.865
C  0.617  -0.597  -5.877
C  -0.478  -1.391  -5.570
C  -0.884  -1.532  -4.252
P  1.218  -0.385  0.326
C  1.245  -1.374  1.867
C  2.020  -1.026  2.971
C  1.996  -1.806  4.118
C  1.202  -2.943  4.174
C  0.439  -3.305  3.073
C  0.467  -2.528  1.924
C  2.977  0.106  0.174
C  3.497  1.365  0.458
C  4.855  1.616  0.320
C  5.719  0.612  -0.085
C  5.217  -0.654  -0.349
C  3.859  -0.900  -0.221
H  1.644  -2.179  -1.194
H  0.569  -3.577  -2.298
H  0.044  -5.949  -2.052
H  -2.024  -6.655  -0.875
H  -3.588  -4.928  -0.031
H  -3.101  -2.548  -0.365
H  1.441  0.436  -2.762
H  2.140  0.706  -5.100
H  0.921  -0.470  -6.909
H  -1.034  -1.881  -6.358
H  -1.765  -2.113  -4.013
H  2.642  -0.141  2.931
H  2.601  -1.524  4.970
H  1.184  -3.549  5.071
H  -0.174  -4.198  3.102
H  -0.106  -2.835  1.057
H  2.850  2.156  0.790
H  5.229  2.611  0.523
H  6.777  0.813  -0.196
H  5.880  -1.452  -0.659
H  3.500  -1.901  -0.426
F  -4.028  3.811  3.038
C  -4.767  2.940  2.323
F  -5.135  3.563  1.199
F  -5.897  2.728  3.038
C  -4.035  1.657  2.069
C  -4.498  0.469  2.580
C  -3.788  -0.714  2.366
C  -2.642  -0.652  1.612
N  -2.207  0.490  1.076
C  -2.850  1.658  1.306
S  -2.023  2.986  0.601
H  -5.412  0.459  3.158
H  -4.123  -1.655  2.776
H  -2.036  -1.525  1.419
O  2.091  3.807  -1.770
C  1.415  3.245  -0.922
O  0.952  2.049  -1.081
C  1.170  3.981  0.390
C  1.364  5.363  0.332
C  1.252  6.167  1.449
C  0.963  5.585  2.677
C  0.768  4.220  2.758
C  0.847  3.407  1.624
S  0.523  1.689  1.932
H  1.619  5.781  -0.632
H  1.392  7.237  1.366
H  0.872  6.193  3.569
H  0.511  3.761  3.704
O  -2.462  -0.878  -1.909
Se  -3.023  0.696  -2.275
O  -3.283  0.841  -3.842
O  -1.635  1.539  -1.850
O  -4.258  0.981  -1.299

Results
HOMO-LUMO gap (spin up / spin down)   7.66 / 7.14 eV
Highest occupied orbital energy (spin up / spin down)   -5.3857 / -5.4657 eV
Relative energy (zero: lowest compared OMol25 entry of this formula, charge and spin)   1.209 eV
Total charge   -1
Multiplicity   2

---

# 2
Here is C37H28N6O4RuS2 as an isolated structure from the Open Molecules 2025 dataset. Energies are from ωB97M-V/def2-TZVPD.

CARTESIAN COORDINATES (ANGSTROEM)
Ru  0.073  -0.002  0.466
O  3.152  2.073  -3.502
C  1.958  2.659  -3.704
C  1.856  3.597  -4.731
C  0.660  4.247  -4.970
C  -0.464  3.968  -4.200
C  -0.373  3.029  -3.188
C  0.825  2.367  -2.926
C  0.867  1.390  -1.816
O  -0.227  1.161  -1.156
N  1.996  0.814  -1.523
N  1.856  -0.153  -0.539
C  2.311  0.083  0.681
C  2.608  -1.035  1.611
C  3.910  -1.444  1.871
C  4.158  -2.502  2.731
C  3.083  -3.132  3.356
C  1.783  -2.723  3.124
C  1.522  -1.667  2.237
O  0.287  -1.271  1.995
H  3.052  1.460  -2.731
H  2.738  3.801  -5.325
H  0.605  4.982  -5.765
H  -1.398  4.483  -4.385
H  -1.228  2.782  -2.573
H  2.810  1.035  0.864
H  4.733  -0.936  1.378
H  5.171  -2.838  2.908
H  3.267  -3.952  4.040
H  0.942  -3.202  3.609
N  -2.124  3.642  1.360
C  -1.669  2.338  1.258
S  -0.014  2.049  1.778
N  -2.484  1.450  0.839
N  -1.927  0.189  0.713
C  -2.718  -0.814  0.373
C  -4.194  -0.659  0.272
C  -4.945  0.017  1.231
C  -6.315  0.156  1.082
C  -6.958  -0.367  -0.033
C  -6.218  -1.035  -0.997
C  -4.847  -1.182  -0.841
C  -2.133  -2.040  0.063
C  -2.736  -3.310  0.197
C  -2.002  -4.453  0.197
C  -0.561  -4.339  0.191
C  0.054  -3.179  -0.030
N  -0.732  -2.004  -0.428
H  -1.615  4.241  1.987
H  -3.127  3.741  1.355
H  -4.448  0.420  2.102
H  -6.887  0.676  1.840
H  -8.028  -0.250  -0.152
H  -6.706  -1.434  -1.877
H  -4.258  -1.682  -1.600
H  -3.798  -3.349  0.407
H  -2.478  -5.414  0.332
H  0.050  -5.205  0.416
H  1.124  -3.040  -0.051
C  -0.918  -6.120  -8.134
C  -0.164  -4.876  -8.505
O  1.023  -4.805  -8.606
S  -1.234  -3.392  -8.760
C  -1.058  -2.740  -7.107
C  0.192  -2.480  -6.558
C  0.301  -2.123  -5.224
C  -0.836  -2.005  -4.423
C  -2.092  -2.167  -5.015
C  -2.204  -2.544  -6.341
C  -0.737  -1.879  -3.001
C  -0.733  -1.925  -1.803
H  -0.266  -6.989  -8.199
H  -1.790  -6.240  -8.775
H  -1.274  -6.008  -7.107
H  1.077  -2.590  -7.170
H  1.275  -1.949  -4.786
H  -2.977  -2.035  -4.406
H  -3.178  -2.709  -6.782

Results
HOMO-LUMO gap (spin up / spin down)   5.76 / 5.29 eV
Highest occupied orbital energy (spin up / spin down)   -3.5997 / -3.5944 eV
Relative energy (zero: lowest compared OMol25 entry of this formula, charge and spin)   3.288 eV
Total charge   -1
Multiplicity   2

---

# 3
Here is C37H29Br2FInN14O4S as an isolated structure from the Open Molecules 2025 dataset. Energies are from ωB97M-V/def2-TZVPD.

CARTESIAN COORDINATES (ANGSTROEM)
In  -1.259  1.777  -1.298
Br  0.509  4.393  2.267
C  -1.399  4.625  2.230
C  -1.955  5.197  3.396
C  -3.343  5.369  3.484
Br  -4.097  6.240  5.053
C  -4.176  4.943  2.414
C  -5.582  5.165  2.433
C  -6.317  4.738  1.363
C  -5.639  4.036  0.307
N  -4.367  3.816  0.257
C  -3.606  4.293  1.295
C  -2.153  4.038  1.206
O  -1.612  3.468  0.229
H  -1.348  5.547  4.222
H  -5.976  5.780  3.212
H  -7.385  4.851  1.277
H  -6.244  3.620  -0.529
S  -4.382  3.650  -4.402
C  -3.453  4.892  -3.667
C  -2.523  4.397  -2.788
C  -2.514  2.933  -2.666
C  -3.441  2.460  -3.559
C  -3.761  1.015  -3.699
C  -4.896  0.527  -4.388
C  -5.101  -0.841  -4.461
C  -4.222  -1.695  -3.863
C  -3.161  -1.136  -3.156
N  -2.910  0.171  -3.127
H  -3.641  5.916  -3.954
H  -1.861  5.032  -2.202
H  -5.660  1.208  -4.822
H  -6.017  -1.194  -4.959
H  -4.422  -2.797  -3.794
H  -2.544  -1.735  -2.508
N  -0.660  -1.411  0.208
C  -1.961  -0.897  0.388
N  -2.938  -1.540  1.046
N  -3.984  -0.689  0.938
N  -3.646  0.363  0.252
N  -2.346  0.249  -0.087
C  -0.015  -1.266  -1.018
N  0.850  -2.135  -1.520
N  1.167  -1.624  -2.722
N  0.657  -0.452  -2.861
N  -0.139  -0.194  -1.798
H  -0.643  -2.332  0.547
F  1.979  -1.823  4.223
C  2.273  -1.497  2.961
C  1.632  -0.473  2.300
C  2.188  -0.076  1.068
C  1.533  1.007  0.288
O  0.372  1.310  0.604
C  2.234  1.467  -0.875
C  3.273  0.719  -1.348
N  3.704  -0.441  -0.814
C  4.578  -1.292  -1.601
C  4.312  -1.531  -3.033
C  4.162  -2.669  -2.006
C  3.246  -0.799  0.460
C  3.790  -1.890  1.138
C  3.247  -2.275  2.322
N  3.575  -3.598  2.829
C  2.724  -4.716  2.546
C  3.627  -5.747  1.916
N  5.021  -5.486  2.428
C  5.024  -5.233  3.868
C  4.294  -3.856  4.050
C  1.797  2.629  -1.801
O  2.694  3.257  -2.348
O  0.524  2.786  -1.872
H  0.842  0.108  2.704
H  3.746  1.022  -2.299
H  5.621  -1.116  -1.386
H  5.141  -1.493  -3.733
H  3.332  -1.366  -3.518
H  4.910  -3.429  -1.922
H  3.074  -2.920  -1.877
H  4.489  -2.549  0.607
H  1.936  -4.410  1.855
H  2.105  -5.047  3.379
H  3.678  -5.467  0.839
H  3.299  -6.781  2.106
H  5.339  -4.704  1.923
H  5.676  -6.254  2.186
H  6.001  -5.185  4.222
H  4.464  -6.056  4.333
H  5.051  -3.072  4.206
H  3.603  -3.826  4.895

Results
HOMO-LUMO gap   3.50 eV
Highest occupied orbital energy   -3.8156 eV
Relative energy (zero: lowest compared OMol25 entry of this formula, charge and spin)   0.000 eV
Total charge   -1

---

# 4
Here is C37H29ClGeN2O5Pd as an isolated structure from the Open Molecules 2025 dataset. Energies are from ωB97M-V/def2-TZVPD.

CARTESIAN COORDINATES (ANGSTROEM)
Pd  -1.162  0.710  -0.027
O  -4.976  -3.024  2.312
C  -4.598  -3.451  1.139
O  -4.761  -4.587  0.769
C  -3.908  -2.478  0.228
C  -3.567  -2.744  -1.103
Cl  -3.900  -4.179  -1.925
N  -2.911  -1.659  -1.602
N  -2.816  -0.729  -0.634
C  -3.397  -1.190  0.469
C  -3.364  -0.328  1.712
O  -4.082  -0.618  2.661
O  -2.557  0.648  1.688
C  -2.351  -1.376  -2.875
C  -1.577  -0.221  -3.021
C  -0.967  0.064  -4.228
C  -1.135  -0.776  -5.317
C  -1.944  -1.891  -5.190
C  -2.549  -2.196  -3.983
H  -4.752  -2.066  2.530
H  -1.457  0.509  -2.202
H  -0.361  0.952  -4.322
H  -0.646  -0.556  -6.252
H  -2.110  -2.534  -6.041
H  -3.178  -3.063  -3.907
C  -1.042  -4.186  3.206
C  -0.238  -4.570  2.146
C  0.309  -3.614  1.304
C  0.058  -2.272  1.536
C  -0.711  -1.888  2.627
C  -1.283  -2.843  3.448
Ge  0.642  -0.786  0.295
C  1.951  0.297  1.369
C  3.313  0.200  1.133
C  4.196  0.953  1.890
C  3.717  1.788  2.885
C  2.354  1.900  3.108
C  1.465  1.159  2.345
C  1.457  -1.190  -1.479
C  1.560  -2.439  -2.077
C  2.090  -2.566  -3.350
C  2.502  -1.443  -4.048
C  2.395  -0.189  -3.467
C  1.866  -0.065  -2.197
H  -1.465  -4.935  3.858
H  -0.023  -5.613  1.970
H  0.932  -3.918  0.476
H  -0.878  -0.839  2.841
H  -1.915  -2.537  4.269
H  3.682  -0.462  0.362
H  5.257  0.872  1.703
H  4.412  2.348  3.493
H  1.988  2.563  3.879
H  0.389  1.256  2.499
H  1.230  -3.318  -1.545
H  2.178  -3.545  -3.795
H  2.903  -1.547  -5.044
H  2.720  0.687  -4.010
H  1.759  0.918  -1.749
C  -1.398  3.699  1.393
C  -0.198  3.492  0.521
O  -0.220  2.654  -0.394
C  1.007  4.268  0.796
C  0.976  5.417  1.593
C  2.147  6.072  1.917
C  3.366  5.590  1.458
C  3.407  4.459  0.655
C  2.239  3.811  0.311
H  -2.079  2.841  1.316
H  -1.933  4.592  1.064
H  -1.107  3.835  2.431
H  0.035  5.810  1.939
H  2.110  6.957  2.534
H  4.279  6.106  1.713
H  4.353  4.074  0.301
H  2.271  2.928  -0.309

Results
HOMO-LUMO gap (spin up / spin down)   6.37 / 6.38 eV
Highest occupied orbital energy (spin up / spin down)   -11.8298 / -11.8276 eV
Total charge   +1
Multiplicity   2

---

# 5
Here is C37H29ClNO2PPd as an isolated structure from the Open Molecules 2025 dataset. Energies are from ωB97M-V/def2-TZVPD.

CARTESIAN COORDINATES (ANGSTROEM)
Pd  -0.512  -0.220  0.836
Cl  -0.094  0.761  3.045
C  1.615  0.724  3.309
C  2.069  1.071  4.577
C  3.424  1.093  4.854
C  4.325  0.765  3.851
C  3.859  0.409  2.596
C  2.495  0.371  2.280
P  1.862  -0.077  0.583
C  3.472  0.289  -0.331
C  3.664  1.633  -0.669
C  4.770  2.052  -1.392
C  5.710  1.123  -1.826
C  5.526  -0.217  -1.521
C  4.422  -0.630  -0.781
C  2.091  -1.911  0.624
C  2.493  -2.635  1.741
C  2.632  -4.019  1.681
C  2.401  -4.696  0.495
C  2.000  -3.979  -0.630
C  1.830  -2.609  -0.558
H  1.342  1.325  5.338
H  3.769  1.365  5.844
H  5.391  0.779  4.049
H  4.576  0.141  1.831
H  2.910  2.352  -0.360
H  4.893  3.101  -1.636
H  6.569  1.442  -2.405
H  6.250  -0.952  -1.858
H  4.306  -1.681  -0.542
H  2.684  -2.122  2.676
H  2.924  -4.568  2.570
H  2.511  -5.774  0.449
H  1.792  -4.502  -1.557
H  1.458  -2.059  -1.415
N  -4.550  -9.217  -1.305
C  -4.082  -8.192  -1.057
C  -3.501  -6.923  -0.749
C  -2.116  -6.726  -0.846
C  -1.556  -5.503  -0.559
C  -2.348  -4.397  -0.157
C  -3.745  -4.621  -0.059
C  -4.302  -5.844  -0.349
C  -1.781  -3.148  0.129
C  -1.280  -2.042  0.379
H  -1.489  -7.556  -1.151
H  -0.486  -5.355  -0.629
H  -4.369  -3.793  0.250
H  -5.374  -5.991  -0.273
C  -4.411  6.815  -2.958
C  -3.779  5.692  -2.171
C  -3.160  5.928  -0.952
C  -2.586  4.893  -0.214
C  -1.926  5.174  1.111
C  -2.615  3.591  -0.716
C  -3.239  3.334  -1.942
C  -3.301  1.927  -2.474
C  -3.815  4.386  -2.647
C  -1.927  2.461  0.053
O  -2.428  2.145  1.147
O  -0.911  1.992  -0.512
H  -4.081  7.787  -2.588
H  -5.503  6.786  -2.887
H  -4.152  6.749  -4.017
H  -3.117  6.942  -0.562
H  -2.008  6.231  1.375
H  -0.868  4.899  1.079
H  -2.376  4.559  1.891
H  -2.325  1.449  -2.389
H  -3.629  1.914  -3.516
H  -3.998  1.326  -1.884
H  -4.297  4.185  -3.602

Results
HOMO-LUMO gap   5.14 eV
Highest occupied orbital energy   -0.7806 eV
Relative energy (zero: lowest compared OMol25 entry of this formula, charge and spin)   1.155 eV
Total charge   -2

---

# 6
Here is C37H29CsF4N8O2S as an isolated structure from the Open Molecules 2025 dataset. Energies are from ωB97M-V/def2-TZVPD.

CARTESIAN COORDINATES (ANGSTROEM)
Cs  -0.680  0.879  0.718
C  -1.205  -2.587  1.261
N  -2.001  -1.785  2.277
C  -2.048  -2.483  3.561
C  -3.365  -1.514  1.758
C  -4.258  -0.503  2.564
N  -3.803  0.867  2.575
C  -4.704  1.733  3.025
C  -4.587  3.126  2.783
F  -3.512  3.649  2.176
C  -5.516  4.029  3.125
F  -5.316  5.280  2.605
C  -6.686  3.734  3.759
C  -6.767  2.398  4.165
F  -7.857  1.963  4.870
C  -5.848  1.441  3.852
F  -6.020  0.220  4.487
H  -1.282  -2.243  0.231
H  -1.477  -3.633  1.442
H  -0.117  -2.472  1.566
H  -2.652  -3.469  3.546
H  -2.396  -1.772  4.374
H  -1.017  -2.782  3.851
H  -4.007  -2.358  1.713
H  -3.256  -1.175  0.760
H  -4.398  -0.830  3.601
H  -5.253  -0.515  2.080
H  -7.584  4.374  3.942
N  -1.625  -0.990  -4.636
C  -2.172  -1.234  -5.823
C  -1.532  -2.394  -6.365
N  -0.651  -2.837  -5.479
C  -0.733  -1.934  -4.426
C  -0.005  -2.326  -3.179
N  0.027  -1.882  -1.936
C  0.941  -2.716  -1.285
C  1.435  -3.584  -2.177
N  0.792  -3.374  -3.359
H  -1.009  0.426  -3.478
H  -2.892  -0.605  -6.266
H  -1.621  -2.789  -7.362
H  1.127  -2.549  -0.247
H  2.128  -4.392  -1.966
H  0.865  -3.822  -4.265
S  3.007  1.219  -4.314
C  3.917  0.404  -3.076
C  5.216  -0.053  -3.070
C  5.639  -0.641  -1.881
C  4.767  -0.933  -0.840
C  3.446  -0.632  -0.863
C  2.987  0.088  -2.023
N  1.781  0.722  -2.154
C  1.579  1.243  -3.298
C  0.442  1.970  -3.811
C  0.653  3.336  -4.151
C  -0.262  4.193  -4.625
C  -1.564  3.662  -4.696
C  -1.818  2.365  -4.397
C  -0.791  1.520  -3.982
H  5.881  -0.088  -3.918
H  6.619  -1.040  -1.873
H  5.153  -1.454  -0.037
H  2.722  -0.806  -0.035
H  1.605  3.704  -3.853
H  -0.053  5.276  -4.803
H  -2.434  4.261  -5.014
H  -2.772  1.899  -4.543
O  4.046  -2.951  3.154
C  3.590  -1.792  3.204
N  2.396  -1.318  2.870
C  2.359  0.025  3.067
O  1.434  0.871  2.878
C  3.704  0.505  3.567
C  4.131  1.728  3.982
C  5.463  1.815  4.448
C  6.253  0.721  4.385
C  5.820  -0.540  4.009
C  4.510  -0.618  3.636
H  3.479  2.634  3.935
H  5.849  2.729  4.864
H  7.312  0.768  4.715
H  6.470  -1.364  4.124

Results
HOMO-LUMO gap   5.65 eV
Highest occupied orbital energy   -2.0149 eV
Relative energy (zero: lowest compared OMol25 entry of this formula, charge and spin)   0.268 eV
Total charge   -2

---

Number 1: electronic energy -6248.79868 a.u., strongest force on any atom 0.4 eV/A. Number 2: electronic energy -2947.51566 a.u., strongest force on any atom 1.9 eV/A. Number 3: electronic energy -8331.09731 a.u., strongest force on any atom 2.9 eV/A. Number 4: electronic energy -4577.81912 a.u., strongest force on any atom 3.5 eV/A. Number 5: electronic energy -2561.99688 a.u., strongest force on any atom 0.9 eV/A. Number 6: electronic energy -2833.70460 a.u., strongest force on any atom 5.7 eV/A.